# C16H23CrN3O8

A structure of composition C16H23CrN3O8 (the ωB97M-V functional and the def2-TZVPD basis, OMol25).

Calculated values
LUMO energy (spin up / spin down) ... 0.29 / 0.29 eV
Energy relative to the best compared isomer or geometry (same formula, charge and spin) ... 0.000 eV
M ... 437.4 g mol⁻¹
2S+1 ... 5
Orbital gap (spin up / spin down) ... 8.1 / 9.4 eV
Energy ... -66240.123 eV
Highest occupied orbital energy (spin up / spin down) ... -7.849 / -9.130 eV

Geometry (Å):
1 Cr -1.090 -0.607 1.129
2 C 0.556 4.036 -0.596
3 N 1.490 2.968 -0.289
4 C 2.850 3.369 0.019
5 C 1.038 1.701 -0.173
6 O -0.116 1.375 -0.404
7 C 2.044 0.639 0.270
8 O 1.310 -0.521 0.528
9 C 1.996 -1.732 0.434
10 C 0.930 -2.807 0.555
11 O -0.169 -2.504 1.044
12 N 1.214 -4.045 0.165
13 C 2.469 -4.394 -0.479
14 C 0.166 -5.057 0.138
15 H 0.827 4.525 -1.534
16 H 0.571 4.780 0.203
17 H -0.442 3.618 -0.681
18 H 3.156 4.148 -0.681
19 H 3.544 2.542 -0.093
20 H 2.931 3.767 1.033
21 H 2.579 0.961 1.170
22 H 2.771 0.474 -0.536
23 H 2.717 -1.861 1.254
24 H 2.523 -1.803 -0.521
25 H 3.302 -3.849 -0.043
26 H 2.422 -4.201 -1.553
27 H 2.653 -5.454 -0.317
28 H -0.774 -4.607 0.438
29 H 0.415 -5.875 0.815
30 H 0.073 -5.443 -0.878
31 O -3.841 -0.095 -1.790
32 C -3.140 -0.126 -0.801
33 O -2.230 -1.007 -0.501
34 C -3.265 0.999 0.239
35 C -4.103 2.097 0.187
36 C -3.972 3.057 1.189
37 C -3.012 2.929 2.189
38 C -2.211 1.801 2.172
39 N -2.397 0.890 1.231
40 C -1.016 1.485 3.087
41 O -0.705 2.299 3.935
42 O -0.427 0.369 2.799
43 H -4.812 2.187 -0.624
44 H -4.615 3.928 1.177
45 H -2.861 3.674 2.958
46 C -0.203 -1.411 -3.339
47 O 0.230 -1.796 -2.041
48 H -0.136 -0.328 -3.477
49 H -1.235 -1.720 -3.518
50 H 0.449 -1.900 -4.062
51 H -0.449 -1.474 -1.425

=====

# C16H23GaN6O7

A structure of composition C16H23GaN6O7 (the ωB97M-V functional and the def2-TZVPD basis, OMol25).

Calculated values
LUMO energy ... -9.34 eV
Energy relative to the best compared isomer or geometry (same formula, charge and spin) ... 1.394 eV
M ... 481.1 g mol⁻¹
Orbital gap ... 6.8 eV
Energy ... -92598.074 eV
Charge ... +2
Highest occupied orbital energy ... -16.135 eV

Geometry (Å):
1 Ga -1.205 -0.349 0.499
2 O -4.253 1.954 5.063
3 C -3.617 1.409 4.045
4 C -3.611 0.022 3.790
5 C -2.911 -0.420 2.700
6 N -2.255 0.439 1.934
7 C -2.294 1.764 2.104
8 C -2.958 2.302 3.170
9 C -1.598 2.460 0.953
10 O -1.285 3.608 0.951
11 O -1.365 1.601 -0.082
12 C -2.820 -1.842 2.122
13 O -3.286 -2.762 2.718
14 O -2.168 -1.898 0.951
15 H -4.707 1.312 5.626
16 H -4.155 -0.680 4.410
17 H -3.011 3.369 3.340
18 O -3.328 1.080 -1.754
19 N -2.904 2.011 -1.444
20 C 1.637 1.090 -5.046
21 C 2.578 0.084 -4.392
22 C 3.304 0.680 -3.190
23 C 1.861 -1.221 -4.033
24 N 0.786 -1.013 -3.032
25 C 0.867 -0.920 -1.715
26 N -0.350 -0.679 -1.275
27 N -1.167 -0.608 -2.353
28 N -0.483 -0.811 -3.410
29 H 2.200 1.956 -5.390
30 H 0.885 1.453 -4.339
31 H 1.118 0.662 -5.905
32 H 3.326 -0.221 -5.127
33 H 2.600 1.071 -2.447
34 H 3.919 1.523 -3.503
35 H 3.964 -0.046 -2.708
36 H 2.549 -1.948 -3.606
37 H 1.368 -1.665 -4.894
38 H 1.763 -1.031 -1.128
39 C 2.616 0.694 1.660
40 C 1.174 0.578 2.080
41 O 0.544 -0.582 1.428
42 C 0.807 -1.860 2.129
43 C 0.852 -3.010 1.158
44 H 3.069 1.547 2.169
45 H 2.701 0.866 0.586
46 H 3.189 -0.192 1.936
47 H 0.612 1.453 1.772
48 H 1.059 0.454 3.157
49 H 0.022 -1.989 2.875
50 H 1.757 -1.726 2.640
51 H -0.086 -3.123 0.620
52 H 1.005 -3.930 1.723
53 H 1.684 -2.919 0.460

=====

# C16H23IrN5SSbSe4

A structure of composition C16H23IrN5SSbSe4 (the ωB97M-V functional and the def2-TZVPD basis, OMol25).

Calculated values
LUMO energy (spin up / spin down) ... -6.72 / -8.15 eV
M ... 947.3 g mol⁻¹
2S+1 ... 5
Orbital gap (spin up / spin down) ... 6.6 / 5.2 eV
Energy ... -305999.571 eV
Charge ... +2
Highest occupied orbital energy (spin up / spin down) ... -13.311 / -13.354 eV

Geometry (Å):
1 Ir -1.978 -0.436 -0.219
2 C -0.198 -0.039 -2.953
3 C -1.376 0.935 -2.991
4 N -2.542 0.341 -2.335
5 C -3.612 1.313 -2.082
6 C -3.149 2.265 -1.012
7 C -3.469 3.614 -1.008
8 C -2.919 4.428 -0.028
9 C -2.032 3.879 0.885
10 C -1.759 2.519 0.820
11 C -0.764 1.839 1.721
12 N -0.142 0.742 0.984
13 C 0.856 1.191 0.019
14 C 1.234 0.038 -0.908
15 N 0.066 -0.523 -1.591
16 N -2.337 1.736 -0.091
17 H 0.686 0.455 -3.371
18 H -0.439 -0.898 -3.583
19 H -1.599 1.188 -4.032
20 H -1.114 1.854 -2.463
21 H -2.902 -0.413 -2.920
22 H -4.496 0.773 -1.727
23 H -3.886 1.869 -2.988
24 H -4.117 4.025 -1.766
25 H -3.139 5.483 -0.010
26 H -1.555 4.497 1.629
27 H -1.291 1.429 2.590
28 H -0.028 2.564 2.088
29 H 0.287 0.079 1.627
30 H 1.762 1.550 0.520
31 H 0.437 2.020 -0.554
32 H 1.675 -0.748 -0.291
33 H 1.988 0.378 -1.623
34 H 0.209 -1.526 -1.647
35 S 1.603 -2.317 1.743
36 C 3.278 -2.562 1.853
37 N 3.858 -3.705 1.414
38 C 5.193 -3.894 1.403
39 C 6.036 -2.913 1.848
40 C 5.483 -1.720 2.342
41 C 4.122 -1.547 2.343
42 H 3.249 -4.449 1.087
43 H 5.553 -4.839 1.023
44 H 7.102 -3.062 1.834
45 H 6.130 -0.949 2.734
46 H 3.668 -0.647 2.725
47 Se -0.583 -4.327 2.409
48 Sb -2.773 -3.462 1.604
49 Se -5.019 -4.438 1.862
50 Se -2.922 -0.872 1.935
51 Se -2.337 -2.719 -0.850

=====

# C16H23N2O5PS2

A cluster of 2 separate species, C16H23N2O5PS2 in total (the ωB97M-V functional and the def2-TZVPD basis, OMol25).

Calculated values
LUMO energy ... -0.99 eV
M ... 418.5 g mol⁻¹
Orbital gap ... 7.4 eV
Energy ... -61139.714 eV
Highest occupied orbital energy ... -8.428 eV

Geometry (Å):
1 C -2.415 1.860 -1.364
2 C -1.846 2.281 0.048
3 N -2.323 1.469 1.189
4 C -3.785 1.259 1.196
5 C -4.268 -0.195 0.770
6 N -3.252 -1.260 0.879
7 C -2.778 -1.650 2.162
8 O -3.407 -2.040 3.102
9 C -1.232 -1.502 2.004
10 C -0.157 -1.482 2.974
11 C 1.195 -1.279 2.467
12 C 1.478 -1.105 1.042
13 S 3.202 -0.809 0.553
14 C 0.405 -1.172 0.045
15 P 0.589 -1.019 -1.796
16 O 1.999 -1.074 -2.312
17 C -0.950 -1.371 0.571
18 C -2.316 -1.448 -0.175
19 O -2.550 -1.659 -1.332
20 C -1.857 2.027 2.435
21 C -2.063 1.287 3.816
22 O -1.291 3.098 2.501
23 H -3.020 0.925 -1.378
24 H -3.038 2.721 -1.737
25 H -1.590 1.745 -2.111
26 H -0.729 2.132 0.002
27 H -1.997 3.384 0.161
28 H -4.182 1.427 2.238
29 H -4.323 2.024 0.566
30 H -4.584 -0.154 -0.307
31 H -5.159 -0.467 1.393
32 H -0.417 -1.594 4.049
33 H 2.031 -1.227 3.197
34 H 3.168 0.488 0.074
35 H -0.082 0.128 -2.329
36 H -0.102 -2.151 -2.347
37 H -2.934 0.587 3.812
38 H -2.336 2.112 4.533
39 H -1.116 0.847 4.201
40 C 6.034 -0.298 -4.748
41 S 4.913 -0.178 -3.339
42 O 5.217 1.103 -2.638
43 C 5.670 -1.506 -2.387
44 H 5.767 0.477 -5.466
45 H 7.064 -0.150 -4.420
46 H 5.925 -1.278 -5.216
47 H 6.723 -1.282 -2.208
48 H 5.572 -2.446 -2.933
49 H 5.147 -1.585 -1.435

=====

# C16H23N3O2S2

An isolated molecule of C16H23N3O2S2 (the ωB97M-V functional and the def2-TZVPD basis, OMol25).

Calculated values
SMILES ... CCn1c(SCC(=O)NC2CCCCC2)nc2c(c1=O)SCC2
LUMO energy ... 0.43 eV
Energy relative to the best compared isomer or geometry (same formula, charge and spin) ... 0.000 eV
M ... 353.5 g mol⁻¹
Orbital gap ... 8.2 eV
Energy ... -47203.044 eV
Highest occupied orbital energy ... -7.722 eV

Geometry (Å):
1 C -1.425 2.995 -1.634
2 C 0.014 2.805 -2.098
3 N 0.705 1.821 -1.284
4 C 0.664 0.502 -1.573
5 S -0.278 -0.041 -2.954
6 C -0.162 -1.830 -2.678
7 C -0.549 -2.254 -1.259
8 O 0.003 -3.183 -0.715
9 N -1.581 -1.568 -0.736
10 C -2.012 -1.704 0.640
11 C -1.687 -0.435 1.431
12 C -2.126 -0.589 2.883
13 C -3.620 -0.892 2.960
14 C -3.949 -2.152 2.164
15 C -3.510 -2.000 0.710
16 N 1.248 -0.426 -0.885
17 C 1.921 -0.056 0.216
18 C 2.004 1.248 0.615
19 C 1.380 2.304 -0.134
20 O 1.380 3.489 0.119
21 S 2.888 1.491 2.098
22 C 3.422 -0.278 2.118
23 C 2.575 -1.057 1.114
24 H -1.438 3.316 -0.595
25 H -1.986 2.068 -1.731
26 H -1.905 3.757 -2.240
27 H 0.047 2.479 -3.141
28 H 0.562 3.743 -1.984
29 H 0.858 -2.156 -2.875
30 H -0.840 -2.281 -3.404
31 H -1.976 -0.802 -1.263
32 H -1.448 -2.549 1.047
33 H -0.615 -0.234 1.380
34 H -2.210 0.414 0.979
35 H -1.566 -1.405 3.344
36 H -1.900 0.326 3.434
37 H -3.918 -1.023 4.001
38 H -4.182 -0.048 2.554
39 H -5.022 -2.349 2.205
40 H -3.434 -3.006 2.608
41 H -3.728 -2.912 0.153
42 H -4.061 -1.178 0.246
43 H 4.478 -0.286 1.850
44 H 3.312 -0.639 3.137
45 H 1.794 -1.642 1.607
46 H 3.177 -1.754 0.531

=====

# C16H23N3O6S2

An isolated molecule of C16H23N3O6S2 (the ωB97M-V functional and the def2-TZVPD basis, OMol25).

Calculated values
SMILES ... CCOC(=O)c1sc(NC(=O)COC(=O)[C@@H](CCSC)NC(C)=O)nc1C
LUMO energy ... 0.19 eV
Energy relative to the best compared isomer or geometry (same formula, charge and spin) ... 0.146 eV
M ... 417.5 g mol⁻¹
Orbital gap ... 8.6 eV
Energy ... -55393.137 eV
Highest occupied orbital energy ... -8.435 eV

Geometry (Å):
1 C 0.449 -5.139 -0.818
2 C 0.028 -4.210 0.305
3 O 0.796 -3.012 0.212
4 C 0.676 -2.156 1.232
5 O 0.054 -2.380 2.242
6 C 1.417 -0.928 0.959
7 S 2.261 -0.745 -0.551
8 C 2.688 0.879 -0.030
9 N 3.391 1.708 -0.864
10 C 3.218 3.057 -1.073
11 O 3.928 3.648 -1.845
12 C 2.151 3.774 -0.252
13 O 0.908 3.094 -0.116
14 C 0.471 2.371 -1.135
15 O 0.999 2.313 -2.219
16 C -0.770 1.575 -0.762
17 C -1.990 2.496 -0.593
18 C -3.052 1.832 0.273
19 S -2.479 1.704 2.010
20 C -2.760 -0.060 2.334
21 N -0.972 0.568 -1.778
22 C -1.160 -0.743 -1.496
23 C -1.083 -1.649 -2.701
24 O -1.384 -1.143 -0.372
25 N 2.253 1.202 1.138
26 C 1.526 0.215 1.717
27 C 0.925 0.448 3.051
28 H -0.136 -6.054 -0.773
29 H 1.503 -5.387 -0.726
30 H 0.289 -4.661 -1.780
31 H 0.198 -4.665 1.287
32 H -1.031 -3.940 0.230
33 H 3.986 1.263 -1.554
34 H 1.990 4.751 -0.723
35 H 2.513 3.906 0.771
36 H -0.589 1.077 0.199
37 H -1.670 3.423 -0.115
38 H -2.402 2.732 -1.577
39 H -3.264 0.822 -0.070
40 H -3.969 2.423 0.270
41 H -3.826 -0.266 2.292
42 H -2.215 -0.655 1.608
43 H -2.383 -0.256 3.331
44 H -0.659 0.837 -2.702
45 H -0.034 -1.859 -2.905
46 H -1.526 -1.182 -3.576
47 H -1.588 -2.585 -2.484
48 H 1.683 0.831 3.730
49 H 0.500 -0.474 3.434
50 H 0.140 1.201 2.965

=====

# C16H23N3OS

An isolated molecule of C16H23N3OS (the ωB97M-V functional and the def2-TZVPD basis, OMol25).

Calculated values
SMILES ... Cc1cccc(C)c1NC(=S)NCCCN1CCCC1=O
LUMO energy ... 0.81 eV
Energy relative to the best compared isomer or geometry (same formula, charge and spin) ... 0.214 eV
M ... 305.4 g mol⁻¹
Orbital gap ... 8.8 eV
Energy ... -34319.976 eV
Highest occupied orbital energy ... -8.014 eV

Geometry (Å):
1 C 3.586 2.552 0.255
2 C 3.693 1.082 -0.015
3 C 4.898 0.415 0.137
4 C 4.986 -0.945 -0.108
5 C 3.870 -1.642 -0.525
6 C 2.645 -1.005 -0.702
7 C 1.481 -1.801 -1.208
8 C 2.565 0.361 -0.429
9 N 1.346 1.070 -0.588
10 C 0.282 1.030 0.251
11 S -0.875 2.208 0.122
12 N 0.258 0.069 1.190
13 C -0.893 -0.230 2.003
14 C -1.563 -1.556 1.601
15 C -3.042 -1.387 1.245
16 N -3.249 -0.459 0.157
17 C -4.354 0.474 0.186
18 C -4.090 1.392 -1.010
19 C -3.240 0.534 -1.942
20 C -2.608 -0.500 -1.029
21 O -1.700 -1.253 -1.321
22 H 2.736 2.768 0.901
23 H 3.448 3.104 -0.676
24 H 4.490 2.918 0.735
25 H 5.771 0.964 0.457
26 H 5.928 -1.456 0.020
27 H 3.940 -2.700 -0.732
28 H 0.583 -1.205 -1.336
29 H 1.734 -2.238 -2.173
30 H 1.258 -2.627 -0.532
31 H 1.390 1.912 -1.146
32 H 0.990 -0.626 1.156
33 H -0.578 -0.260 3.051
34 H -1.586 0.605 1.872
35 H -1.056 -1.958 0.724
36 H -1.487 -2.286 2.408
37 H -3.592 -1.008 2.111
38 H -3.453 -2.371 0.979
39 H -4.367 1.021 1.132
40 H -5.307 -0.065 0.084
41 H -5.012 1.737 -1.473
42 H -3.513 2.257 -0.686
43 H -2.473 1.101 -2.465
44 H -3.841 0.004 -2.684

=====

# C16H23NO3

An isolated molecule of C16H23NO3 (the ωB97M-V functional and the def2-TZVPD basis, OMol25).

Calculated values
SMILES ... C[C@H](CN1CCOCC1)OC(=O)CCc1ccccc1
LUMO energy ... 0.82 eV
Energy relative to the best compared isomer or geometry (same formula, charge and spin) ... 1.783 eV
M ... 277.4 g mol⁻¹
Orbital gap ... 9.0 eV
Energy ... -24597.890 eV
Highest occupied orbital energy ... -8.221 eV

Geometry (Å):
1 C -2.147 1.163 -0.307
2 C -0.909 0.685 0.439
3 C -0.207 1.840 1.173
4 N 1.068 1.409 1.710
5 C 2.056 2.463 1.864
6 C 1.795 3.330 3.103
7 O 1.751 2.542 4.272
8 C 0.764 1.534 4.173
9 C 0.996 0.643 2.946
10 O 0.009 0.129 -0.503
11 C 0.585 -1.031 -0.195
12 O 0.325 -1.684 0.783
13 C 1.611 -1.437 -1.231
14 C 1.107 -1.241 -2.667
15 C -0.206 -1.946 -2.874
16 C -0.275 -3.333 -2.844
17 C -1.487 -3.982 -2.994
18 C -2.649 -3.251 -3.178
19 C -2.589 -1.869 -3.218
20 C -1.375 -1.223 -3.068
21 H -2.622 0.324 -0.810
22 H -2.854 1.602 0.392
23 H -1.872 1.908 -1.049
24 H -1.180 -0.106 1.149
25 H -0.902 2.235 1.929
26 H -0.011 2.629 0.442
27 H 2.075 3.082 0.966
28 H 3.030 1.977 1.977
29 H 2.602 4.048 3.252
30 H 0.845 3.878 2.984
31 H 0.836 0.950 5.091
32 H -0.234 1.998 4.125
33 H 0.214 -0.110 2.867
34 H 1.954 0.128 3.058
35 H 1.868 -2.480 -1.045
36 H 2.501 -0.825 -1.066
37 H 0.986 -0.176 -2.862
38 H 1.857 -1.638 -3.356
39 H 0.627 -3.910 -2.704
40 H -1.527 -5.061 -2.966
41 H -3.596 -3.757 -3.292
42 H -3.491 -1.293 -3.367
43 H -1.331 -0.144 -3.100